Entry A
ORCA calculation (ωB97M-V with the def2-TZVPD basis set) on a cluster of 3 separate species, C3H13NO2S in total.

Structure (ORCA input):
```
! wB97M-V def2-TZVPD RIJCOSX def2/J DEFGRID3
* xyz 0 1
C -0.06333 -0.59656 -0.72676
C -0.49083 -1.52820 0.42032
C 0.01429 -2.96667 0.24548
S -0.86741 -4.12970 1.32116
N -0.73770 0.68735 -0.65714
H 1.03026 -0.58095 -0.74521
H -0.41061 -1.07010 -1.65153
H -1.57824 -1.48027 0.40455
H -0.01159 -1.20955 1.34845
H -0.07000 -3.29140 -0.79208
H 1.05802 -3.03600 0.52657
H -0.11540 -4.04850 2.42631
H -0.15816 1.45181 -0.34670
H -1.10750 0.97493 -1.55035
H 0.13787 4.53993 0.94769
H -0.02797 3.51756 2.12041
O 0.42680 4.31652 1.83932
H 1.03733 2.03412 -1.70941
H 1.19448 3.51543 -1.41671
O 0.73968 2.90026 -2.00438
*
```

As for the highest occupied orbital energy: -9.0 eV. Its structure (SMILES) is NCCCS.O.O. Its gap between HOMO and LUMO is 0.3427 Eh.

These are the natural (NBO) partial charges, in e, on atoms 1 to 2: number 1, C, carries -0.22; number 2, C, carries -0.41

Entry B
ORCA calculation (ωB97M-V with the def2-TZVPD basis set) on a cluster of 3 separate species, C3H13NO2S in total.

Structure (ORCA input):
```
! wB97M-V def2-TZVPD RIJCOSX def2/J DEFGRID3
* xyz 0 1
C 2.69766 0.26913 -1.91869
C 1.19492 -0.03976 -2.03852
C 0.68939 -0.83546 -0.79733
S -0.48605 -2.17967 -1.23290
N 3.09918 0.79137 -0.61173
H 2.92639 1.01387 -2.68652
H 3.28287 -0.60432 -2.20619
H 0.71595 0.93720 -2.07629
H 1.07179 -0.71173 -2.88381
H 0.17088 -0.16514 -0.13283
H 1.53693 -1.35373 -0.35971
H 0.07356 -2.49333 -2.40799
H 2.33361 0.78081 0.01211
H 3.46308 1.72649 -0.66470
H -3.50155 -1.51560 2.38899
H -2.96706 -0.25813 2.90848
O -3.80252 -0.74978 2.89674
H -3.93724 1.03007 3.87417
H -4.71689 2.36786 4.01699
O -3.84490 1.98985 3.91973
*
```

As for the highest occupied orbital energy: -9.2 eV. Its structure (SMILES) is NCCCS.O.O. Its gap between HOMO and LUMO is 0.3527 Eh.

These are the natural (NBO) partial charges, in e, on atoms 1 to 2: number 1, C, carries -0.21; number 2, C, carries -0.41

Entry C
ORCA calculation (ωB97M-V with the def2-TZVPD basis set) on a cluster of 3 separate species, C3H13NO2S in total.

Structure (ORCA input):
```
! wB97M-V def2-TZVPD RIJCOSX def2/J DEFGRID3
* xyz 0 1
C -0.99794 2.61856 -1.15298
C -0.69263 1.37521 -0.27185
C -0.85569 1.88874 1.26778
S 0.18029 0.79329 2.32156
N 0.69053 0.93070 -0.58579
H -2.11310 2.64670 -1.42756
H -0.57409 2.45515 -2.11526
H -0.76935 3.44476 -0.60460
H -1.36157 0.49810 -0.29253
H -0.59077 2.91604 1.25891
H -1.98513 1.55926 1.61876
H 1.18768 1.49349 2.95588
H 1.32841 1.49008 -0.03285
H 0.89764 -0.09992 -0.52154
H 0.03809 -5.55499 -0.04565
H -0.48827 -4.53288 -0.66200
O -0.61571 -5.49382 -0.69265
H 2.39221 -2.20017 0.14119
H 2.34002 -3.16697 -1.05275
O 1.98938 -3.06132 -0.10607
*
```

As for the highest occupied orbital energy: -8.9 eV. Its structure (SMILES) is C[C@@H](N)CS.O.O. Its gap between HOMO and LUMO is 0.3403 Eh.

These are the natural (NBO) partial charges, in e, on atoms 1 to 2: number 1, C, carries -0.62; number 2, C, carries -0.05

Of them, the most stable is entry A and the least stable is entry C.

Entry A
ORCA calculation (ωB97M-V with the def2-TZVPD basis set) on a cluster of 4 separate species, H6IO3 in total.

Structure (ORCA input):
```
! wB97M-V def2-TZVPD RIJCOSX def2/J DEFGRID3
* xyz -1 1
I 27.30400 34.81200 42.40400
O 24.34400 32.65600 41.92700
H 25.16300 33.03900 42.08900
H 23.65000 33.08800 42.56000
O 29.72800 32.80300 40.77600
H 29.10800 33.40500 41.25500
H 29.66200 31.93500 40.97800
O 27.37600 38.23400 41.59700
H 27.28100 38.87800 42.24400
H 27.55100 37.37600 41.88800
*
```

As for the highest occupied orbital energy: -4.3 eV. Its gap between HOMO and LUMO is 0.2876 Eh.

These are the natural (NBO) partial charges, in e, on atoms 1 to 2: number 1, I, carries -0.94; number 2, O, carries -0.96

Entry B
ORCA calculation (ωB97M-V with the def2-TZVPD basis set) on a cluster of 4 separate species, H6IO3 in total.

Structure (ORCA input):
```
! wB97M-V def2-TZVPD RIJCOSX def2/J DEFGRID3
* xyz -1 1
I -0.91936 1.22085 0.27302
O -2.01351 0.32852 -2.92230
H -2.57679 0.97665 -3.33873
H -2.11469 0.42711 -1.99479
O 1.02727 -1.79643 0.89281
H 1.13321 -2.43790 0.19132
H 0.18531 -1.44029 0.77709
O 1.79387 1.26298 2.20438
H 2.22605 0.45037 2.45094
H 1.25865 1.00814 1.46626
*
```

As for the highest occupied orbital energy: -4.0 eV. Its gap between HOMO and LUMO is 0.2777 Eh.

These are the natural (NBO) partial charges, in e, on atoms 1 to 2: number 1, I, carries -0.95; number 2, O, carries -0.96

Of them, the most stable is entry B and the least stable is entry A.

Entry A
ORCA calculation (ωB97M-V with the def2-TZVPD basis set) on a cluster of 4 separate species, C3H13NO4 in total.

Structure (ORCA input):
```
! wB97M-V def2-TZVPD RIJCOSX def2/J DEFGRID3
* xyz 0 1
C 1.63271 1.36459 -0.01260
C 0.14487 1.12326 -0.00878
C -0.37402 0.95453 1.39604
O -0.93566 -0.04560 1.77872
N 2.03702 1.54043 -1.40593
H 2.32516 0.68365 0.44294
H 1.94326 2.21594 0.62095
H -0.14583 0.28636 -0.62881
H -0.43218 1.98633 -0.36718
H -0.14030 1.76083 2.11449
H 1.69347 2.40420 -1.79394
H 2.99440 1.34258 -1.63465
H -2.77821 -2.40756 1.63137
H -2.73667 -0.90999 1.58437
O -2.97230 -1.67415 1.03662
H -0.04439 -0.74563 3.32262
H 1.51094 -0.73689 3.33498
O 0.74106 -1.30258 3.43455
H -1.08284 -2.78555 -4.29745
H -2.14059 -2.36185 -5.30442
O -1.23989 -2.69291 -5.24386
*
```

As for the highest occupied orbital energy: -9.6 eV. Its structure (SMILES) is NCCC=O.O.O.O. Its gap between HOMO and LUMO is 0.3701 Eh.

These are the natural (NBO) partial charges, in e, on atoms 1 to 2: number 1, C, carries -0.22; number 2, C, carries -0.52

Entry B
ORCA calculation (ωB97M-V with the def2-TZVPD basis set) on a cluster of 4 separate species, C3H13NO4 in total.

Structure (ORCA input):
```
! wB97M-V def2-TZVPD RIJCOSX def2/J DEFGRID3
* xyz 0 1
C -1.27914 0.88336 0.25789
C -2.31920 0.66317 -0.91722
C -2.33273 -0.62497 -1.74088
O -2.40937 -0.68225 -2.93128
N 0.03814 0.36391 -0.16041
H -1.46585 0.29719 1.16124
H -1.30021 2.01578 0.39365
H -2.02854 1.51529 -1.60243
H -3.29023 0.94985 -0.65938
H -2.45821 -1.58206 -1.12821
H 0.17245 0.77244 -1.07266
H 0.74964 0.43338 0.34920
H 3.22316 -0.28570 1.21762
H 3.11010 1.02752 2.06837
O 2.97336 0.69119 1.18303
H 0.69331 -3.04117 -2.39041
H 1.51844 -1.86002 -1.94313
O 1.60876 -2.82419 -2.14341
H 1.09181 0.94096 3.07283
H 1.87833 -0.27707 3.40730
O 1.82597 0.62340 3.57831
*
```

As for the highest occupied orbital energy: -9.6 eV. Its structure (SMILES) is NCCC=O.O.O.O. Its gap between HOMO and LUMO is 0.3666 Eh.

These are the natural (NBO) partial charges, in e, on atoms 1 to 2: number 1, C, carries -0.21; number 2, C, carries -0.53

Of them, the most stable is entry A and the least stable is entry B.

Entry A
ORCA calculation (ωB97M-V with the def2-TZVPD basis set) on a structure of composition CH5FN2.

Structure (ORCA input):
```
! wB97M-V def2-TZVPD RIJCOSX def2/J DEFGRID3
* xyz 0 1
C -0.86229 -0.35195 0.76752
N -0.15976 0.19460 -0.65379
N 0.95443 0.72758 -0.74010
F 2.14066 -0.37467 -0.74671
H -0.61515 0.48394 1.39084
H -1.97246 -0.56045 0.47878
H -0.50516 -1.32030 1.19272
H -0.35497 -0.27797 -1.60957
H 1.37470 1.47922 -0.07969
*
```

As for the highest occupied orbital energy: -9.1 eV. Its gap between HOMO and LUMO is 0.3716 Eh.

These are the natural (NBO) partial charges, in e, on atoms 1 to 2: number 1, C, carries -0.44; number 2, N, carries -0.36

Entry B
ORCA calculation (ωB97M-V with the def2-TZVPD basis set) on an isolated molecule of CH5FN2.

Structure (ORCA input):
```
! wB97M-V def2-TZVPD RIJCOSX def2/J DEFGRID3
* xyz 0 1
C 0.43888 1.00750 -0.09990
N -0.91921 -1.26957 0.01102
N 0.25729 -0.69892 -0.37574
F 1.23909 1.28101 0.93735
H 0.89833 1.36107 -1.01512
H -0.48080 1.60083 0.08377
H -1.02400 -1.48329 0.98969
H -1.62740 -0.73858 -0.34160
H 1.21783 -1.06005 -0.18946
*
```

As for the highest occupied orbital energy: -8.2 eV. Its structure (SMILES) is NNCF. Its gap between HOMO and LUMO is 0.3451 Eh.

These are the natural (NBO) partial charges, in e, on atoms 1 to 2: number 1, C, carries 0.17; number 2, N, carries -0.64

Of them, the most stable is entry B and the least stable is entry A.

Entry A
ORCA calculation (ωB97M-V with the def2-TZVPD basis set) on a structure of composition CH5FN2.

Structure (ORCA input):
```
! wB97M-V def2-TZVPD RIJCOSX def2/J DEFGRID3
* xyz 0 1
C 0.97826 0.33470 0.08426
N -0.08980 -0.68744 -0.45785
N -1.21028 -0.79702 0.10440
F -1.94942 0.62343 0.30981
H 0.64234 0.70869 1.05772
H 1.87078 -0.08587 -0.09596
H 0.97714 1.13402 -0.62870
H -0.17042 -0.56045 -1.52026
H -1.04860 -0.67006 1.14657
*
```

As for the highest occupied orbital energy: -10.1 eV. Its gap between HOMO and LUMO is 0.4049 Eh.

These are the natural (NBO) partial charges, in e, on atoms 1 to 2: number 1, C, carries -0.44; number 2, N, carries -0.35

Entry B
ORCA calculation (ωB97M-V with the def2-TZVPD basis set) on an isolated molecule of CH5FN2.

Structure (ORCA input):
```
! wB97M-V def2-TZVPD RIJCOSX def2/J DEFGRID3
* xyz 0 1
C 0.69877 -0.84371 -0.24423
N -0.36380 1.34505 0.54322
N -0.52690 -0.32424 0.23928
F -1.38107 -0.52238 -0.80891
H 1.45325 -0.58663 0.56646
H 0.61934 -1.98448 -0.29899
H 1.09630 -0.37590 -1.17614
H -0.81596 1.61436 -0.26258
H -0.77993 1.67792 1.44189
*
```

As for the highest occupied orbital energy: -9.4 eV. Its structure (SMILES) is CN(N)F. Its gap between HOMO and LUMO is 0.3889 Eh.

These are the natural (NBO) partial charges, in e, on atoms 1 to 2: number 1, C, carries -0.47; number 2, N, carries -0.71

Of them, the most stable is entry A and the least stable is entry B.